{"formula": "CH3BrCl2Si", "method": "the ωB97M-V functional and the def2-TZVPD basis", "species": ["C", "Si", "Cl", "Cl", "Br", "H", "H", "H"], "positions_angstrom": [[-1.23109, -0.28194, 0.46018], [1.01840, 0.21582, -0.29326], [-1.62285, -1.79975, -0.36540], [3.36962, 0.69992, -0.56242], [-2.24329, 1.22076, -0.39911], [-1.51391, -0.45922, 1.43464], [1.12529, 1.63801, 0.00168], [1.09782, -1.23360, -0.27631]], "forces_ev_per_a": [[2.429, 1.183, -3.506], [0.060, 0.079, 2.148], [0.194, -0.041, -0.139], [-2.003, -0.941, 0.096], [0.412, -0.607, 0.593], [-0.624, 0.364, 2.155], [-0.921, 0.336, -0.429], [0.454, -0.373, -0.918]], "mulliken_charge": [-0.569, 0.804, -0.144, -0.387, -0.139, 0.411, 0.028, -0.004], "homo_ev": -9.299, "e_lumo_ev": -2.75, "gap_ev": 6.5, "e_tot_ev": -104047.2952}

{"formula": "CH3BrClP", "method": "the ωB97M-V functional and the def2-TZVPD basis", "species": ["C", "P", "Cl", "Br", "H", "H", "H"], "positions_angstrom": [[0.82239, 0.20514, -0.00282], [-0.79119, 0.32474, -0.88103], [-1.55912, -2.26398, 0.24100], [-1.94514, 1.56009, 0.41227], [0.81036, -0.34611, 0.91477], [1.32979, 1.06840, 0.17094], [1.33290, -0.54828, -0.85513]], "forces_ev_per_a": [[-0.760, -4.615, -3.403], [0.169, -2.332, 1.209], [0.667, 2.168, -0.969], [-0.416, 0.443, 0.447], [-0.442, -0.489, 0.451], [1.466, 2.720, -0.121], [-0.684, 2.103, 2.386]], "mulliken_charge": [-0.899, 0.363, -0.466, -0.029, 0.361, 0.404, 0.265], "homo_ev": -9.814, "e_lumo_ev": -2.35, "gap_ev": 7.5, "e_tot_ev": -92938.2318}

{"formula": "CH3BrN2", "method": "the ωB97M-V functional and the def2-TZVPD basis", "species": ["C", "N", "N", "Br", "H", "H", "H"], "positions_angstrom": [[-0.54019, 0.24594, 0.59076], [-1.16331, -0.08891, -0.55127], [-2.25589, -0.09619, -0.97408], [-4.25342, 0.00074, 0.14423], [-1.33618, 0.35760, 1.36269], [0.03047, 1.21024, 0.41502], [0.18352, -0.52197, 0.85647]], "forces_ev_per_a": [[1.356, 1.603, 3.524], [-4.022, -0.134, -3.842], [1.875, -0.764, -0.432], [0.861, 0.222, 0.398], [0.663, 0.121, -0.029], [-0.723, -1.072, 0.286], [-0.009, 0.024, 0.095]], "mulliken_charge": [-0.488, 0.135, -0.082, -0.343, 0.314, 0.228, 0.235], "smiles": "C/N=N\\Br", "homo_ev": -9.005, "e_lumo_ev": -0.75, "gap_ev": 8.3, "e_tot_ev": -74105.9687}